Entry 1:
A structure of composition C29H52FeN7O, computed with wB97M-V/def2-TZVPD.

Each line ends with the Löwdin charge.
Cartesian coordinates (Å):
Fe: 2.182 -2.017 1.620  1.102
C: -0.400 -0.006 0.524  -0.064
O: 0.695 -0.778 1.041  -0.155
H: -1.285 -0.160 1.142  0.084
H: -0.231 1.060 0.675  0.093
H: -0.671 -0.270 -0.498  0.078
C: 1.946 3.052 -0.808  -0.117
C: 2.221 3.107 -2.298  -0.237
C: 1.654 1.928 -3.025  -0.180
C: 2.185 0.607 -2.652  -0.150
N: 2.607 -0.443 -2.359  0.181
H: 2.295 3.979 -0.355  0.089
H: 2.464 2.214 -0.341  0.039
H: 0.893 2.960 -0.542  0.044
H: 3.302 3.191 -2.407  0.119
H: 1.757 3.962 -2.791  0.128
H: 1.721 2.056 -4.105  0.137
H: 0.588 1.918 -2.799  0.099
C: -1.188 2.904 3.322  -0.115
C: -0.256 4.116 3.552  -0.210
C: 0.978 4.141 2.621  -0.154
C: 1.754 2.885 2.533  -0.223
N: 2.367 1.932 2.454  0.161
H: -1.959 3.002 4.086  0.069
H: -0.672 1.953 3.457  0.051
H: -1.705 2.918 2.363  0.059
H: 0.027 4.175 4.603  0.117
H: -0.772 5.061 3.385  0.121
H: 1.727 4.883 2.897  0.133
H: 0.664 4.384 1.606  0.104
C: -4.132 -0.031 6.120  -0.010
C: -4.516 -0.308 4.641  -0.130
C: -3.255 -0.539 3.770  -0.080
C: -2.185 -1.407 4.307  -0.032
N: -1.397 -2.134 4.767  0.333
H: -3.479 0.838 6.202  0.110
H: -3.670 -0.908 6.574  0.103
H: -5.000 0.214 6.732  0.132
H: -5.146 0.481 4.230  0.137
H: -5.180 -1.170 4.702  0.146
H: -2.844 0.420 3.456  0.119
H: -3.608 -0.931 2.816  0.150
C: 1.939 -5.954 -2.425  -0.074
C: 2.764 -4.858 -3.177  -0.221
C: 2.311 -3.470 -2.821  -0.198
C: 2.273 -3.182 -1.373  -0.109
N: 2.314 -2.952 -0.220  0.110
H: 2.460 -6.897 -2.593  0.079
H: 0.970 -6.127 -2.895  0.077
H: 1.792 -5.825 -1.353  0.064
H: 2.829 -4.985 -4.258  0.129
H: 3.809 -4.785 -2.876  0.114
H: 1.320 -3.298 -3.241  0.126
H: 2.977 -2.800 -3.365  0.116
C: -4.391 -3.933 -1.782  -0.093
C: -3.756 -2.548 -1.902  -0.248
C: -2.232 -2.494 -2.275  -0.165
C: -1.455 -3.297 -1.333  -0.218
N: -0.812 -3.932 -0.576  0.155
H: -3.876 -4.534 -1.032  0.067
H: -4.371 -4.555 -2.677  0.089
H: -5.412 -3.840 -1.411  0.083
H: -3.857 -2.009 -0.960  0.079
H: -4.425 -1.929 -2.500  0.112
H: -2.029 -1.424 -2.262  0.090
H: -1.986 -2.834 -3.281  0.127
C: -3.909 1.207 -0.342  -0.104
C: -3.781 1.864 -1.675  -0.278
C: -2.484 2.408 -2.199  -0.177
C: -1.993 3.571 -1.407  -0.208
N: -1.589 4.515 -0.857  0.160
H: -3.441 0.223 -0.346  0.040
H: -4.961 1.129 -0.068  0.093
H: -3.402 1.837 0.390  0.061
H: -4.546 2.637 -1.748  0.130
H: -4.142 1.163 -2.428  0.116
H: -2.595 2.839 -3.194  0.135
H: -1.755 1.599 -2.250  0.092
C: 6.048 -0.375 -1.713  -0.103
C: 6.515 0.508 -0.550  -0.230
C: 5.407 1.265 0.205  -0.124
C: 4.422 0.248 0.699  -0.098
N: 3.643 -0.575 1.038  0.114
H: 5.538 -1.291 -1.415  0.061
H: 6.905 -0.691 -2.307  0.086
H: 5.406 0.177 -2.399  0.060
H: 7.259 1.230 -0.887  0.124
H: 7.086 -0.124 0.130  0.118
H: 4.964 2.063 -0.391  0.119
H: 5.775 1.793 1.085  0.135

Results
frontier orbital gap (alpha / beta)	8.521 / 2.473	eV
E_LUMO (alpha / beta)	-9.547 / -15.596	eV
multiplicity	7
total charge	+3
⟨S²⟩	12.026
molecular weight	570.63	u
HOMO level (alpha / beta)	-18.07 / -18.07	eV


Entry 2:
A structure of composition C3H4I2, computed with wB97M-V/def2-TZVPD.

Each line ends with the Löwdin charge.
Cartesian coordinates (Å):
C: -0.332 0.065 0.749  -0.322
C: -0.193 0.189 -0.741  -0.189
C: -1.603 -0.026 -0.015  -1.364
I: -2.764 -1.794 -0.038  0.782
I: -2.702 1.801 0.007  0.763
H: -0.324 -0.874 1.334  0.086
H: -0.020 0.969 1.332  0.108
H: -0.075 1.149 -1.096  0.041
H: 0.190 -0.656 -1.301  0.094

Results
frontier orbital gap	9.120	eV
E_LUMO	-0.084	eV
molecular weight	293.87	u
HOMO level	-9.20	eV


Entry 3:
An isolated molecule of C3H4ClNO3, computed with wB97M-V/def2-TZVPD.

Each line ends with the Löwdin charge.
Cartesian coordinates (Å):
O: -1.162 -1.418 0.523  0.168
C: -0.715 -0.353 0.475  -0.454
C: -1.012 0.780 1.521  -0.401
Cl: -2.156 1.879 0.560  0.556
C: 0.337 -0.041 -0.517  -0.486
O: 0.980 1.010 -0.585  0.057
N: 0.598 -1.003 -1.384  0.054
O: 1.947 -0.744 -1.971  -0.088
H: -0.019 1.276 1.768  0.106
H: -1.456 0.297 2.383  0.078
H: 0.622 -2.027 -0.836  0.242
H: 2.035 0.345 -1.938  0.169

Results
frontier orbital gap	9.612	eV
E_LUMO	-0.724	eV
molecular weight	137.52	u
HOMO level	-10.34	eV
structure (SMILES)	O=C(CCl)C(=O)NO


Entry 4:
An isolated molecule of C2H3F3Si, computed with wB97M-V/def2-TZVPD.

Each line ends with the Löwdin charge.
Cartesian coordinates (Å):
F: 1.711 1.280 0.939  -0.198
Si: 1.306 -0.057 0.198  0.565
C: -0.336 -0.155 -0.673  -0.143
C: -1.420 -0.009 0.022  -0.450
F: -2.683 -0.088 -0.422  0.102
F: -1.546 0.295 1.327  0.098
H: 1.169 -0.942 1.265  -0.029
H: 2.147 -0.112 -0.836  -0.057
H: -0.347 -0.212 -1.819  0.112

Results
frontier orbital gap	11.320	eV
E_LUMO	0.651	eV
molecular weight	112.13	u
HOMO level	-10.67	eV
structure (SMILES)	F[SiH2]C=C(F)F